No. 1
DFT (ωB97M-V/def2-TZVPD) results for a gas-phase ion, C5H6N (charge +1).

The geometry in XYZ format:
```
12
Properties=species:S:1:pos:R:3
C -1.068 -0.809 0.361
C -1.139 0.390 -0.373
C -0.002 -1.460 0.762
C 1.147 -1.986 1.015
C 0.423 2.231 -1.098
N -0.270 1.226 -0.701
H -2.044 -1.042 0.924
H -2.114 0.698 -0.539
H 1.667 -2.804 0.328
H 1.732 -1.579 1.844
H 0.936 1.977 -2.029
H 0.733 3.159 -0.495
```

Results
Multiplicity   1
Molar mass   80.110 g mol⁻¹
E_tot   -6761.555 eV
Net charge   +1
Relative energy (zero: lowest compared OMol25 entry of this formula, charge and spin)   3.6220 eV
HOMO   -14.70 eV

Löwdin population analysis, charges in e, atoms 1 to 8: number 1, C, carries -0.072; number 2, C, carries -0.056; number 3, C, carries -0.051; number 4, C, carries 0.073; number 5, C, carries 0.180; number 6, N, carries 0.112; number 7, H, carries 0.161; number 8, H, carries 0.139

***

No. 2
DFT (ωB97M-V/def2-TZVPD) results for 2 unconnected molecules or ions with the total composition C4H9F2N.

The geometry in XYZ format:
```
16
Properties=species:S:1:pos:R:3
C 1.342 1.725 -1.377
C -1.283 -2.524 1.356
C 1.589 1.095 -0.125
C 1.757 -0.620 -0.224
N 1.035 1.501 1.056
F 2.298 -1.046 -1.410
F 2.737 -1.089 0.545
H -1.324 -1.588 1.782
H 2.149 1.535 -2.113
H 0.546 2.331 -1.528
H -1.585 -2.341 0.373
H -0.354 -2.970 1.048
H -1.870 -3.291 1.927
H 2.729 1.042 -0.167
H 0.106 1.900 0.979
H 1.180 0.858 1.785
```

Results
Multiplicity   1
Molar mass   109.119 g mol⁻¹
E_tot   -11213.888 eV
Relative energy (zero: lowest compared OMol25 entry of this formula, charge and spin)   4.9740 eV
HOMO (spin up / spin down)   -8.60 / -8.39 eV

Löwdin population analysis, charges in e, atoms 1 to 8: number 1, C, carries 0.089; number 2, C, carries -0.040; number 3, C, carries -0.470; number 4, C, carries -0.170; number 5, N, carries 0.073; number 6, F, carries 0.007; number 7, F, carries 0.038; number 8, H, carries -0.019

***

No. 3
DFT (ωB97M-V/def2-TZVPD) results for a molecular structure, C8H10N2O2Sn.

The geometry in XYZ format:
```
23
Properties=species:S:1:pos:R:3
C -1.473 0.394 -1.877
C -0.664 1.496 -1.502
C -0.952 1.840 -0.148
C -1.995 0.902 0.316
C -2.302 0.033 -0.792
Sn -0.001 -0.184 0.928
C 2.392 -0.158 -0.436
C 2.741 -1.343 -0.968
C 2.347 -2.536 -1.298
N -1.455 -1.546 1.765
H -0.662 2.741 0.388
H -0.003 2.052 -2.159
H -2.548 0.985 1.251
H -3.083 -0.722 -0.787
H -1.513 -0.064 -2.860
H 1.941 0.541 -1.101
H -1.017 -2.265 1.144
H 2.823 0.187 0.493
H 2.664 -3.062 -2.190
H 1.676 -3.125 -0.704
O 0.368 1.554 4.557
N -0.009 1.055 3.528
O 0.726 1.225 2.453
```

Results
Multiplicity   1
Molar mass   284.891 g mol⁻¹
E_tot   -21355.812 eV
Net charge   -2
Relative energy (zero: lowest compared OMol25 entry of this formula, charge and spin)   0.0000 eV
HOMO (spin up / spin down)   1.21 / 1.21 eV

Löwdin population analysis, charges in e, atoms 1 to 8: number 1, C, carries -0.202; number 2, C, carries -0.253; number 3, C, carries -0.295; number 4, C, carries -0.349; number 5, C, carries -0.220; number 6, Sn, carries 1.042; number 7, C, carries -0.214; number 8, C, carries -0.301

***

No. 4
DFT (ωB97M-V/def2-TZVPD) results for 3 unconnected molecules or ions with the total composition C5H15NO2.

The geometry in XYZ format:
```
23
Properties=species:S:1:pos:R:3
C 2.473 -0.749 0.890
C 0.944 -0.642 0.790
C 0.159 0.469 0.731
C 0.767 1.870 0.988
N -1.275 0.406 0.480
C -1.577 1.136 -0.739
H 2.722 -1.185 1.853
H 2.869 0.267 1.043
H 2.882 -1.225 0.010
H 0.467 -1.564 0.983
H 0.776 2.643 0.202
H 0.069 2.425 1.567
H 1.654 1.884 1.604
H -1.617 0.885 1.371
H -1.114 2.101 -0.918
H -2.674 1.203 -0.919
H -1.090 0.692 -1.567
O -1.807 -2.288 -0.600
H -1.897 -1.367 -0.230
H -2.542 -2.427 -1.199
O -0.099 -1.652 -2.534
H 0.076 -0.682 -2.131
H -0.164 -2.198 -1.676
```

Results
Multiplicity   1
Molar mass   121.180 g mol⁻¹
SMILES string   C/C=C(\C)NC.O.O
E_tot   -11011.452 eV
Relative energy (zero: lowest compared OMol25 entry of this formula, charge and spin)   2.4946 eV
HOMO   -9.33 eV

Löwdin population analysis, charges in e, atoms 1 to 8: number 1, C, carries -0.071; number 2, C, carries -0.092; number 3, C, carries -0.325; number 4, C, carries -0.049; number 5, N, carries -0.093; number 6, C, carries -0.127; number 7, H, carries 0.071; number 8, H, carries 0.057

***

No. 5
DFT (ωB97M-V/def2-TZVPD) results for 2 unconnected molecules or ions with the total composition C9H14O.

The geometry in XYZ format:
```
24
Properties=species:S:1:pos:R:3
C 2.172 -2.436 0.793
C 1.782 -1.077 0.502
C 0.683 -0.396 0.967
C 0.477 0.989 0.838
C 1.391 1.655 0.045
O 1.459 2.929 -0.260
C 2.523 0.969 -0.524
C 2.726 -0.376 -0.319
H 1.647 -3.070 1.574
H 3.272 -2.544 0.970
H 2.022 -2.917 -0.197
H 0.010 -0.937 1.760
H -0.487 1.423 1.140
H 0.702 3.560 0.052
H 3.123 1.506 -1.270
H 3.517 -0.913 -0.893
C -2.727 -0.121 -0.684
C -4.117 0.462 -0.658
H -2.560 -1.160 -0.361
H -2.222 -0.114 -1.665
H -2.130 0.582 -0.049
H -4.829 -0.225 -0.809
H -4.121 1.308 -1.293
H -4.315 0.903 0.342
```

Results
Multiplicity   1
Molar mass   138.210 g mol⁻¹
SMILES string   Cc1ccc(O)cc1.CC
E_tot   -11606.053 eV
Relative energy (zero: lowest compared OMol25 entry of this formula, charge and spin)   1.5840 eV
HOMO   -7.98 eV

Löwdin population analysis, charges in e, atoms 1 to 8: number 1, C, carries -0.097; number 2, C, carries -0.344; number 3, C, carries -0.072; number 4, C, carries -0.046; number 5, C, carries -0.370; number 6, O, carries 0.029; number 7, C, carries -0.013; number 8, C, carries -0.043

***

No. 6
DFT (ωB97M-V/def2-TZVPD) results for a molecular structure, C27H30GeN5OsS.

The geometry in XYZ format:
```
65
Properties=species:S:1:pos:R:3
Os -0.336 -0.201 -1.421
C 3.765 2.713 -3.471
C 3.627 1.359 -2.890
N 4.589 0.539 -2.626
N 3.971 -0.559 -2.098
C 2.650 -0.446 -2.023
S 1.509 -1.568 -1.432
N 2.414 0.784 -2.548
N 1.136 1.333 -2.615
H 4.815 2.894 -3.685
H 3.411 3.472 -2.771
H 3.197 2.805 -4.398
H 4.517 -1.342 -1.777
H 1.066 2.103 -1.957
H 0.918 1.636 -3.557
C -4.373 -1.082 -5.016
C -4.177 -1.850 -3.702
C -3.969 -3.347 -3.970
C -5.370 -1.628 -2.760
C -2.978 -1.330 -3.029
N -2.043 -0.923 -2.504
H -5.265 -1.464 -5.512
H -3.524 -1.219 -5.685
H -4.511 -0.016 -4.834
H -4.858 -3.738 -4.465
H -3.822 -3.897 -3.041
H -3.111 -3.518 -4.620
H -6.268 -2.011 -3.246
H -5.517 -0.569 -2.550
H -5.234 -2.159 -1.819
C -0.356 0.536 0.094
Ge 0.234 0.421 1.970
C 0.203 -1.415 2.579
C 0.759 -1.652 3.837
C 0.797 -2.935 4.362
C 0.269 -3.994 3.635
C -0.296 -3.765 2.389
C -0.328 -2.481 1.862
C -0.776 1.586 3.138
C -0.184 2.700 3.726
C -0.907 3.507 4.596
C -2.230 3.205 4.880
C -2.830 2.095 4.300
C -2.105 1.289 3.436
C 2.060 1.034 1.637
C 3.157 0.203 1.845
C 4.435 0.602 1.463
C 4.629 1.835 0.859
C 3.542 2.676 0.644
C 2.270 2.275 1.030
H 1.161 -0.833 4.426
H 1.232 -3.107 5.338
H 0.294 -4.995 4.044
H -0.713 -4.588 1.824
H -0.765 -2.310 0.884
H 0.852 2.944 3.517
H -0.436 4.368 5.053
H -2.794 3.833 5.558
H -3.861 1.856 4.526
H -2.583 0.419 2.999
H 3.019 -0.771 2.301
H 5.279 -0.051 1.645
H 5.624 2.148 0.569
H 3.691 3.650 0.194
H 1.431 2.944 0.858
```

Results
Multiplicity   1
Molar mass   719.479 g mol⁻¹
E_tot   -105746.137 eV
Net charge   +1
Relative energy (zero: lowest compared OMol25 entry of this formula, charge and spin)   0.7932 eV
HOMO (spin up / spin down)   -9.49 / -9.53 eV

Löwdin population analysis, charges in e, atoms 1 to 8: number 1, Os, carries 0.811; number 2, C, carries 0.013; number 3, C, carries -0.322; number 4, N, carries 0.154; number 5, N, carries 0.059; number 6, C, carries -0.698; number 7, S, carries 0.613; number 8, N, carries -0.080